A molecular structure, C31H24Cl7LaN8O3SSi at a distorted geometry. Source: OMol25; level of theory: ωB97M-V/def2-TZVPD.

Charge ... 0
HOMO energy ... -8.377 eV
Relative energy (zero: lowest compared OMol25 entry of this formula, charge and spin) ... 16.6 kcal per mole
Strongest force on any atom ... 2.239 eV Å⁻¹

Cartesian coordinates (Å):
1 La -0.96 -0.10 -0.53
2 Cl -1.71 1.65 -7.98
3 C -1.20 1.48 -6.32
4 C -2.15 1.28 -5.33
5 C -1.70 1.14 -4.03
6 Cl -2.89 0.86 -2.77
7 C -0.36 1.18 -3.63
8 O -0.03 1.02 -2.37
9 C 0.54 1.42 -4.67
10 Cl 2.24 1.62 -4.30
11 C 0.14 1.56 -5.99
12 H -3.20 1.22 -5.57
13 H 0.88 1.74 -6.76
14 S 3.82 -4.76 3.35
15 N 3.91 -4.26 1.81
16 C 3.18 -3.15 1.75
17 C 2.94 -2.36 0.54
18 C 3.45 -2.72 -0.71
19 C 3.16 -1.92 -1.79
20 C 2.35 -0.81 -1.60
21 N 1.83 -0.48 -0.43
22 C 2.14 -1.23 0.64
23 C 1.51 -0.85 1.93
24 N 0.67 0.21 1.92
25 C 0.04 0.50 3.05
26 C 0.21 -0.20 4.24
27 C 1.07 -1.26 4.25
28 C 1.74 -1.60 3.08
29 C 2.61 -2.77 2.98
30 N 2.91 -3.59 3.98
31 H 4.05 -3.61 -0.80
32 H 3.53 -2.15 -2.78
33 H 2.09 -0.15 -2.42
34 H -0.64 1.34 3.01
35 H -0.36 0.09 5.12
36 H 1.22 -1.86 5.14
37 C 0.16 3.19 0.63
38 N 0.24 4.64 0.78
39 C -0.21 5.26 -0.48
40 N -1.58 4.87 -0.83
41 C -1.62 3.42 -0.96
42 N -1.22 2.73 0.30
43 C -2.13 3.20 1.36
44 N -2.09 4.65 1.53
45 C -0.70 5.04 1.83
46 C -2.46 5.27 0.26
47 H 0.48 2.71 1.55
48 H 0.83 2.86 -0.17
49 H 0.46 4.95 -1.28
50 H -0.16 6.34 -0.37
51 H -0.96 3.09 -1.75
52 H -2.64 3.11 -1.20
53 H -1.86 2.73 2.31
54 H -3.14 2.89 1.11
55 H -0.39 4.57 2.77
56 H -0.66 6.12 1.95
57 H -2.43 6.36 0.37
58 H -3.49 4.98 0.01
59 Cl -3.27 -1.74 -0.82
60 Si -3.72 -0.10 0.68
61 Cl -5.80 -0.17 0.40
62 Cl -3.57 -1.06 2.56
63 Cl 1.61 -8.05 1.96
64 C 0.95 -6.53 1.39
65 C 0.33 -5.69 2.30
66 C -0.16 -4.47 1.86
67 C -0.01 -4.11 0.53
68 C 0.60 -4.97 -0.38
69 C 1.09 -6.20 0.05
70 C -0.39 -2.74 0.07
71 O -0.20 -2.40 -1.13
72 O -0.81 -1.89 0.93
73 H 0.24 -6.00 3.34
74 H -0.64 -3.78 2.54
75 H 0.70 -4.67 -1.41
76 H 1.57 -6.88 -0.63



A molecular structure, C31H24MnN3O4S. Source: OMol25; level of theory: ωB97M-V/def2-TZVPD.

Charge ... -1
HOMO energy (alpha / beta) ... -3.583 / -4.200 eV
2S+1 ... 6
<S²> ... 8.7574
Strongest force on any atom ... 0.466 eV Å⁻¹

Cartesian coordinates (Å):
1 Mn -0.89 -0.39 -1.32
2 C 1.82 -1.01 -2.85
3 C 0.56 -0.57 -3.29
4 C -0.29 -1.72 -3.34
5 C 0.47 -2.83 -2.92
6 C 1.76 -2.39 -2.61
7 H 2.69 -0.37 -2.70
8 H 0.35 0.38 -3.77
9 H -1.25 -1.78 -3.84
10 H 0.11 -3.84 -2.82
11 H 2.55 -2.99 -2.19
12 S -1.31 4.11 0.13
13 C -0.44 3.36 1.44
14 C 0.01 3.93 2.63
15 C 0.67 3.11 3.53
16 C 0.86 1.75 3.25
17 C 0.41 1.19 2.07
18 C -0.23 2.01 1.15
19 N -0.73 1.60 -0.08
20 C -1.33 2.57 -0.71
21 C -2.04 2.38 -1.99
22 C -2.61 3.47 -2.64
23 C -3.33 3.26 -3.80
24 C -3.46 1.96 -4.28
25 C -2.87 0.90 -3.61
26 C -2.12 1.04 -2.43
27 H -0.14 4.98 2.84
28 H 1.03 3.52 4.46
29 H 1.37 1.12 3.97
30 H 0.55 0.14 1.85
31 H -2.49 4.48 -2.26
32 H -3.78 4.09 -4.33
33 H -4.04 1.78 -5.18
34 H -2.99 -0.10 -4.04
35 O 0.43 -3.27 1.25
36 C 0.84 -2.18 0.82
37 O 0.24 -1.41 0.01
38 C 2.20 -1.69 1.29
39 C 2.78 -2.26 2.42
40 C 4.00 -1.79 2.92
41 C 4.59 -0.77 2.24
42 O 5.78 -0.13 2.52
43 C 5.97 0.81 1.47
44 O 4.83 0.80 0.63
45 C 4.02 -0.22 1.10
46 C 2.83 -0.65 0.60
47 H 2.25 -3.07 2.90
48 H 4.45 -2.22 3.81
49 H 6.86 0.51 0.89
50 H 6.10 1.81 1.89
51 H 2.37 -0.22 -0.28
52 N -1.97 -3.42 -0.25
53 C -2.60 -2.41 0.44
54 C -3.01 -2.61 1.77
55 C -3.70 -1.61 2.40
56 C -3.99 -0.42 1.72
57 C -3.52 -0.30 0.43
58 N -2.82 -1.25 -0.19
59 H -1.20 -3.81 0.30
60 H -1.60 -3.10 -1.14
61 H -2.78 -3.54 2.26
62 H -4.02 -1.73 3.43
63 H -4.54 0.39 2.18
64 H -3.67 0.61 -0.15



A molecular structure, C31H25AsCrN6O10S3. Source: OMol25; level of theory: ωB97M-V/def2-TZVPD.

Charge ... -1
HOMO energy (alpha / beta) ... -5.958 / -6.048 eV
2S+1 ... 4
Relative energy (zero: lowest compared OMol25 entry of this formula, charge and spin) ... 0.0 kcal per mole
<S²> ... 3.7758
Strongest force on any atom ... 0.857 eV Å⁻¹

Cartesian coordinates (Å):
1 Cr -0.37 -0.19 0.45
2 N 5.33 4.85 -1.22
3 C 4.65 3.88 -0.48
4 C 3.32 4.07 -0.14
5 C 2.65 3.12 0.61
6 C 3.31 1.98 1.03
7 C 4.65 1.79 0.71
8 C 5.32 2.73 -0.04
9 S 2.45 0.78 1.99
10 O 1.40 1.47 2.69
11 O 3.43 0.03 2.73
12 N 1.67 -0.24 0.96
13 C 2.04 -0.50 -0.31
14 N 3.27 -0.46 -0.82
15 C 3.35 -0.81 -2.10
16 C 2.28 -1.23 -2.87
17 C 1.04 -1.22 -2.26
18 N 0.93 -0.87 -0.99
19 H 4.74 5.41 -1.81
20 H 6.12 4.49 -1.74
21 H 2.79 4.95 -0.48
22 H 1.60 3.25 0.86
23 H 5.15 0.89 1.04
24 H 6.36 2.59 -0.29
25 H 4.35 -0.77 -2.53
26 H 2.40 -1.51 -3.91
27 H 0.12 -1.49 -2.77
28 O -2.40 2.50 1.38
29 As -3.01 1.62 -0.01
30 O -4.62 1.49 0.11
31 O -2.19 0.13 -0.18
32 C -2.59 2.95 -1.36
33 C -3.66 3.79 -1.66
34 C -3.46 4.93 -2.44
35 C -2.20 5.24 -2.92
36 C -1.13 4.39 -2.65
37 C -1.34 3.26 -1.88
38 S -0.06 2.05 -1.79
39 O -0.04 1.69 -0.33
40 O 1.20 2.63 -2.20
41 O -0.56 0.96 -2.61
42 H -1.62 2.10 1.77
43 H -4.63 3.55 -1.26
44 H -4.30 5.58 -2.66
45 H -2.05 6.13 -3.51
46 H -0.15 4.59 -3.04
47 O -1.52 -1.66 3.96
48 S -1.63 -1.22 2.60
49 O -1.25 0.19 2.34
50 N -0.78 -1.94 1.49
51 C 0.06 -3.03 1.65
52 C 0.83 -3.24 2.77
53 C 1.72 -4.33 2.83
54 C 1.87 -5.18 1.78
55 C 1.10 -4.99 0.61
56 C 1.20 -5.84 -0.52
57 C 0.39 -5.63 -1.59
58 C -0.53 -4.56 -1.54
59 N -0.64 -3.74 -0.53
60 C 0.17 -3.93 0.54
61 C -3.32 -1.41 2.11
62 C -3.67 -2.32 1.13
63 C -5.01 -2.46 0.80
64 C -5.97 -1.69 1.43
65 C -5.60 -0.77 2.40
66 C -4.27 -0.63 2.75
67 H 0.77 -2.55 3.60
68 H 2.32 -4.46 3.73
69 H 2.59 -6.00 1.82
70 H 1.91 -6.66 -0.50
71 H 0.43 -6.26 -2.47
72 H -1.20 -4.39 -2.37
73 H -2.89 -2.87 0.61
74 H -5.29 -3.16 0.02
75 H -7.01 -1.79 1.15
76 H -6.34 -0.14 2.86
77 H -3.97 0.11 3.49



no.,DFT total energy (Ha)
1,-5800.5060
2,-3210.2595
3,-6752.3056